This record from OMol25 describes a molecular structure, C59H41F9N11P2Pd. The level of theory is wB97M-V/def2-TZVPD.

Last column: Mulliken charge in e.
Element x y z (Å)
Pd (-0.814, -0.939, -0.165)  1.8412
C (3.017, -4.640, -3.988)  -0.7755
C (3.597, -5.025, -2.789)  -0.7383
C (3.123, -4.541, -1.561)  -0.1967
C (2.068, -3.661, -1.606)  0.2078
C (1.316, -2.987, -0.545)  -0.4500
N (0.347, -2.197, -1.134)  -0.0685
C (0.386, -2.366, -2.469)  0.1287
N (-0.437, -1.846, -3.379)  -0.3561
C (-1.431, -1.047, -3.074)  -0.6026
C (-2.415, -0.571, -4.052)  0.2136
C (-2.577, -0.834, -5.393)  -0.1633
C (-3.660, -0.217, -6.032)  -0.7587
C (-4.528, 0.617, -5.342)  -0.8192
C (-4.357, 0.877, -3.977)  -0.0594
C (-3.288, 0.269, -3.358)  0.7209
C (-2.823, 0.295, -1.968)  -0.9090
N (-3.403, 1.018, -1.029)  -0.4004
C (-3.045, 0.986, 0.244)  -0.3788
N (-2.051, 0.252, 0.811)  0.0351
C (-2.084, 0.428, 2.167)  -0.4506
N (-1.379, -0.219, 3.075)  -0.1497
C (-0.473, -1.128, 2.792)  -0.7877
N (0.010, -1.484, 1.547)  0.3933
C (0.820, -2.547, 1.687)  -0.3544
N (1.518, -3.166, 0.729)  -0.4271
C (0.928, -2.909, 3.099)  0.0417
C (1.609, -3.919, 3.737)  0.2834
C (1.454, -4.004, 5.129)  -0.9680
C (0.649, -3.113, 5.820)  -0.8427
C (-0.046, -2.089, 5.158)  -0.0725
C (0.118, -2.010, 3.796)  0.6274
C (-3.127, 1.391, 2.498)  0.4802
C (-3.574, 1.878, 3.702)  -0.0227
C (-4.655, 2.773, 3.664)  -0.8584
C (-5.247, 3.134, 2.465)  -0.9557
C (-4.797, 2.614, 1.242)  0.0775
C (-3.733, 1.747, 1.290)  0.1820
N (-1.721, -0.494, -1.856)  0.2713
C (1.479, -3.279, -2.814)  0.0800
C (1.930, -3.755, -4.023)  -0.0113
H (3.406, -5.039, -4.915)  0.4620
H (4.427, -5.718, -2.802)  0.4519
H (3.565, -4.852, -0.624)  0.6067
H (-1.910, -1.497, -5.928)  0.6283
H (-3.828, -0.401, -7.085)  0.4786
H (-5.358, 1.068, -5.869)  0.4782
H (-5.039, 1.516, -3.433)  0.6460
H (2.232, -4.618, 3.195)  0.6201
H (1.967, -4.786, 5.672)  0.4743
H (0.548, -3.212, 6.892)  0.4985
H (-0.675, -1.396, 5.699)  0.5954
H (-3.122, 1.581, 4.639)  0.6774
H (-5.035, 3.186, 4.587)  0.4811
H (-6.079, 3.825, 2.474)  0.4687
H (-5.277, 2.876, 0.309)  0.6374
H (1.465, -3.472, -4.957)  0.6140
F (5.796, -0.487, 8.036)  -0.2652
C (5.677, 0.754, 7.552)  0.8173
F (5.311, 1.558, 8.557)  -0.2536
F (6.889, 1.150, 7.136)  -0.2406
C (4.682, 0.816, 6.417)  0.1759
C (4.305, -0.337, 5.750)  -0.9066
C (3.406, -0.251, 4.696)  -0.6150
C (2.898, 0.983, 4.295)  0.3521
C (3.287, 2.136, 4.978)  -0.0568
C (4.173, 2.053, 6.037)  -1.2746
P (1.799, 0.954, 2.844)  2.2569
C (0.689, 2.388, 3.029)  -0.5407
C (0.208, 3.007, 1.870)  0.4063
C (-0.753, 4.000, 1.943)  -0.5782
C (-1.253, 4.385, 3.179)  0.1770
C (-0.802, 3.768, 4.336)  -1.4217
C (0.154, 2.764, 4.259)  -0.7432
C (-2.264, 5.500, 3.247)  0.7631
F (-3.088, 5.467, 2.178)  -0.2377
F (-3.026, 5.415, 4.345)  -0.2601
F (-1.671, 6.698, 3.251)  -0.2661
C (2.950, 1.500, 1.516)  0.0563
C (3.668, 2.695, 1.576)  -0.3435
C (4.632, 2.986, 0.625)  -0.9479
C (4.879, 2.081, -0.402)  -0.2652
C (4.174, 0.889, -0.480)  -0.4616
C (3.212, 0.605, 0.482)  0.1031
C (5.839, 2.450, -1.500)  0.7368
F (6.800, 3.269, -1.097)  -0.2606
F (5.148, 3.115, -2.490)  -0.2206
F (6.388, 1.386, -2.082)  -0.2738
H (4.702, -1.293, 6.059)  0.4990
H (3.102, -1.155, 4.180)  0.3010
H (2.893, 3.104, 4.695)  0.4010
H (4.471, 2.945, 6.572)  0.4568
H (0.593, 2.698, 0.904)  -0.5342
H (-1.118, 4.483, 1.044)  0.5537
H (-1.193, 4.071, 5.299)  0.5582
H (0.496, 2.289, 5.170)  0.6784
H (3.493, 3.394, 2.384)  0.3429
H (5.204, 3.903, 0.689)  0.5364
H (4.394, 0.180, -1.268)  0.6040
H (2.673, -0.335, 0.440)  0.2249
C (2.382, 3.532, -4.286)  -0.8664
N (1.974, 4.330, -3.032)  0.1361
C (0.614, 4.980, -3.312)  -0.8975
N (-0.347, 3.994, -3.666)  0.2456
C (0.098, 3.244, -4.840)  -1.0555
N (1.381, 2.582, -4.618)  0.2590
C (1.288, 1.495, -3.641)  -1.1927
P (0.709, 2.048, -1.961)  1.5238
C (1.920, 3.453, -1.811)  -0.2361
C (-0.702, 3.111, -2.552)  -0.8806
H (3.339, 3.064, -4.065)  0.3788
H (2.496, 4.269, -5.081)  0.4078
H (2.672, 5.061, -2.877)  0.3978
H (0.773, 5.678, -4.134)  0.3675
H (0.327, 5.523, -2.413)  0.4121
H (0.194, 3.929, -5.683)  0.3162
H (-0.653, 2.493, -5.087)  0.4135
H (2.271, 1.029, -3.533)  0.5542
H (0.618, 0.725, -4.031)  0.3642
H (2.920, 3.056, -1.648)  -0.7169
H (1.667, 4.086, -0.958)  0.7839
H (-1.063, 3.715, -1.715)  0.3652
H (-1.540, 2.485, -2.867)  0.0612

As for the total charge: +3. Its energy relative to the best compared isomer or geometry (same formula, charge and spin) is 0.0 kJ/mol. The calculation puts the LUMO energy at -10.45 eV. As for the multiplicity: 1. Its HOMO energy is -14.99 eV. The HOMO-LUMO gap is 4.5 eV.